[1]
21
Properties=species:S:1:pos:R:3 method="wB97M-V/def2-TZVPD" gap_ev="8.2081 / 7.0374" max_force_ev_per_a=4.1 s2=2.009 multiplicity=3 lumo_ev="-3.73 / -7.18" charge=+1
C -0.644 1.074 -0.130
C 2.121 -0.069 0.007
C -1.590 -0.841 0.650
C -1.919 0.281 1.588
C -1.044 -0.243 -0.499
C -1.101 -0.646 -1.878
N 2.150 1.187 -0.245
N 3.111 -0.740 0.622
O -0.142 1.841 -0.907
O -1.088 1.359 1.182
H -0.718 -1.359 0.941
H -2.540 -1.448 0.376
H -2.893 0.556 1.524
H -1.603 0.143 2.637
H -2.109 -0.997 -2.153
H -0.404 -1.484 -2.006
H -0.846 0.030 -2.708
H 1.410 1.635 -0.952
H 2.789 1.824 0.265
H 3.203 -1.732 0.545
H 3.858 -0.373 1.143

=====

[2]
22
Properties=species:S:1:pos:R:3 method="wB97M-V/def2-TZVPD" gap_ev=9.7482 max_force_ev_per_a=7.6 lumo_ev=-3.53 charge=+1
C -2.537 -2.108 -0.843
C -2.261 -1.200 0.086
C -1.701 -0.284 1.315
N -1.280 -1.198 2.466
N -0.965 -2.443 1.910
H -2.579 -3.107 -1.436
H -2.569 0.385 1.663
H -0.790 0.281 0.898
H -0.447 -0.822 2.980
H -2.044 -1.300 3.177
H 0.006 -2.492 1.559
H -1.206 -3.231 2.531
C 1.758 2.696 -1.396
C 2.087 1.829 -2.570
O 2.307 0.556 -1.979
C 1.636 0.544 -0.797
O 1.472 -0.439 -0.118
O 1.172 1.784 -0.478
H 1.059 3.495 -1.650
H 2.649 3.135 -0.937
H 1.257 1.751 -3.279
H 2.977 2.169 -3.103

=====

[3]
24
Properties=species:S:1:pos:R:3 method="wB97M-V/def2-TZVPD" gap_ev=8.6123 max_force_ev_per_a=7.4 smiles="COP(=O)(OC)c1c(C)[nH][nH]c1=O" lumo_ev=0.16
C -0.440 0.459 -0.436
C -1.682 -0.787 0.085
C -1.051 1.675 -0.217
C -1.622 -2.201 -0.183
C 2.291 1.976 -1.182
C 1.710 -0.922 1.823
N -2.682 -0.012 0.370
N -2.448 1.362 0.283
O -0.720 2.856 -0.333
O 1.088 -1.699 -1.201
O 1.919 0.682 -1.638
O 1.876 -0.096 0.692
P 1.094 -0.326 -0.714
H -1.367 -2.268 -1.178
H -2.458 -2.745 0.058
H -0.798 -2.715 0.232
H 1.718 2.227 -0.362
H 1.977 2.676 -1.965
H 3.386 1.931 -1.049
H 0.695 -0.764 2.364
H 2.568 -0.756 2.472
H 1.860 -2.068 1.587
H -3.620 -0.502 0.363
H -3.297 2.015 0.130

=====

[4]
20
Properties=species:S:1:pos:R:3 method="wB97M-V/def2-TZVPD" gap_ev="7.3323 / 6.7687" max_force_ev_per_a=9.8 s2=2.010 multiplicity=3 lumo_ev="-3.08 / -7.16" charge=+1
C 0.478 -1.076 0.650
C -0.755 -1.548 0.410
C 1.238 0.120 0.130
C -1.665 -1.092 -0.652
C -2.370 0.289 -0.309
C 2.732 0.050 0.072
N 0.631 1.180 -0.210
N -1.853 1.405 -0.538
S -3.875 -0.116 0.373
H 0.942 -1.470 1.637
H -1.086 -2.390 0.968
H -1.062 -0.816 -1.483
H -2.488 -1.687 -0.829
H 3.040 0.665 -0.741
H 3.146 -0.995 0.110
H 3.072 0.593 1.075
H -2.310 2.236 -0.156
H -0.533 1.237 -0.377
H 1.404 1.820 -0.435
H -4.313 1.178 0.325

=====

[5]
20
Properties=species:S:1:pos:R:3 method="wB97M-V/def2-TZVPD" gap_ev=8.8020 max_force_ev_per_a=4.4 lumo_ev=0.85
C -1.078 1.171 0.163
C -1.285 2.380 -0.140
C -0.398 -0.054 0.328
C 2.094 0.593 -0.516
C 3.285 -0.096 0.221
C -2.637 -2.079 0.277
N 1.737 0.143 -1.640
N -1.731 -0.046 0.158
N -2.789 -0.714 0.037
H -2.317 2.623 -0.365
H -0.620 3.187 0.122
H 0.210 -0.851 0.737
H 1.652 1.475 -0.008
H 4.251 0.391 0.166
H 3.367 -1.004 -0.278
H 3.124 -0.188 1.351
H -2.517 -2.257 1.350
H -3.513 -2.705 0.129
H -1.687 -2.570 -0.124
H 0.852 0.598 -1.967

=====

[6]
21
Properties=species:S:1:pos:R:3 method="wB97M-V/def2-TZVPD" gap_ev=9.8144 max_force_ev_per_a=2.1 lumo_ev=0.56
C 0.246 3.351 2.078
C 0.398 2.159 1.246
C 0.529 1.156 0.578
C 0.744 -0.058 -0.227
N 1.978 -0.706 0.186
C -0.534 -0.954 -0.170
N -1.708 -0.124 -0.318
C -0.428 -2.082 -1.178
N -0.104 -3.280 -0.944
H 0.762 4.210 1.626
H -0.815 3.611 2.196
H 0.668 3.182 3.078
H 0.878 0.249 -1.279
H 1.910 -1.034 1.147
H 2.179 -1.514 -0.395
H -0.551 -1.447 0.813
H -1.754 0.396 -1.190
H -2.582 -0.610 -0.151
O -0.662 -1.818 -2.551
H -1.043 -0.935 -2.635
H -0.112 -3.754 -1.911

=====

Please write out number 5 again, unchanged.
20
Properties=species:S:1:pos:R:3 method="wB97M-V/def2-TZVPD" gap_ev=8.8020 max_force_ev_per_a=4.4 lumo_ev=0.85
C -1.078 1.171 0.163
C -1.285 2.380 -0.140
C -0.398 -0.054 0.328
C 2.094 0.593 -0.516
C 3.285 -0.096 0.221
C -2.637 -2.079 0.277
N 1.737 0.143 -1.640
N -1.731 -0.046 0.158
N -2.789 -0.714 0.037
H -2.317 2.623 -0.365
H -0.620 3.187 0.122
H 0.210 -0.851 0.737
H 1.652 1.475 -0.008
H 4.251 0.391 0.166
H 3.367 -1.004 -0.278
H 3.124 -0.188 1.351
H -2.517 -2.257 1.350
H -3.513 -2.705 0.129
H -1.687 -2.570 -0.124
H 0.852 0.598 -1.967